(1)
Computed, not measured: C41H41GeN2O7P2Pb as an isolated structure in a non-equilibrium geometry, with the ωB97M-V functional and the def2-TZVPD basis.

Geometry as XYZ:
```
95
Properties=species:S:1:pos:R:3:forces:R:3
Pb -2.020226 -0.230803 0.620818 -0.629 -0.599 -1.159
O -7.764984 0.054343 3.723593 -1.187 -0.588 0.902
C -6.722068 -0.095465 2.907875 1.282 -1.129 -0.860
C -6.187993 -1.359238 2.528702 -0.136 1.190 0.231
C -4.988533 -1.307845 1.824397 0.123 0.167 -0.364
N -4.458081 -0.203595 1.277353 -0.316 1.694 2.056
C -4.941395 1.036647 1.682469 -0.133 -2.760 0.254
C -6.076214 1.072815 2.511129 0.988 1.779 -0.510
C -4.042490 2.230729 1.331664 -0.065 0.909 -1.475
O -4.557658 3.358307 1.255267 0.363 -1.049 0.552
O -2.823225 1.943043 1.001241 -1.249 0.355 0.591
C -4.107342 -2.556505 1.790171 1.332 -0.956 -1.408
O -4.648507 -3.660093 1.996047 0.857 1.439 0.035
O -2.847593 -2.304028 1.484838 -2.403 -0.911 0.851
H -8.050587 -0.806850 4.088022 0.270 0.572 -0.404
H -6.578476 -2.349812 2.819223 0.235 0.742 0.025
H -6.364700 2.081247 2.893050 -0.024 -1.096 -0.321
C 2.724748 0.852822 -0.172093 -0.497 1.689 1.268
C 2.744865 -0.058668 1.093895 1.203 0.334 0.002
P 1.324438 0.079088 2.267651 -0.867 -0.511 -1.018
C 1.482021 1.683083 3.064394 1.074 -0.001 0.896
C 0.554207 2.684284 2.797173 -0.896 -0.164 0.120
C 0.819747 3.983416 3.241483 -2.182 0.204 -0.096
C 1.913932 4.297382 4.003288 0.618 -0.199 0.277
C 2.693187 3.229765 4.453654 2.742 0.165 0.821
C 2.537602 1.933864 3.978796 0.053 0.119 -1.133
C 1.797572 -1.086892 3.571167 -0.926 -1.216 1.066
C 0.735149 -1.854685 4.131648 1.173 -0.588 -0.237
C 0.984622 -2.849319 5.080196 0.727 0.005 0.863
C 2.258300 -2.965887 5.677552 -0.078 0.622 -0.750
C 3.305169 -2.110500 5.197803 -1.200 -1.739 -0.364
C 3.080859 -1.319413 4.071901 -0.618 0.349 0.411
P 2.106312 0.140546 -1.727655 -1.726 -1.008 -0.239
C 2.948478 -1.471342 -1.813359 0.266 -0.176 -0.587
C 4.269026 -1.517390 -1.410194 0.777 -0.152 0.513
C 4.991337 -2.715620 -1.430517 -1.094 -0.303 -0.284
C 4.398617 -3.863656 -1.995228 -0.157 1.050 -0.276
C 3.093165 -3.752577 -2.552211 1.379 -0.684 -0.100
C 2.360752 -2.606151 -2.430942 0.790 1.815 1.064
C 3.107967 1.079811 -2.872788 0.135 0.863 -1.117
C 3.113636 2.455324 -2.656242 1.331 0.525 -0.421
C 4.074240 3.267232 -3.345814 -1.829 -0.150 1.042
C 4.754285 2.755904 -4.393997 1.119 -0.993 -1.832
C 4.695132 1.355415 -4.680103 -0.347 2.138 -0.177
C 3.834765 0.575721 -3.987928 -0.682 -2.720 0.728
H 3.714489 1.292876 -0.346919 -0.049 -0.219 0.133
H 2.052956 1.767044 -0.018140 0.721 -1.149 -0.051
H 3.739642 0.099840 1.621084 -1.065 -0.238 -0.584
H 2.716426 -1.099297 0.745758 0.113 0.036 0.365
H -0.449543 2.438129 2.340965 1.424 0.375 0.111
H -0.005724 4.714963 3.140488 0.843 -0.217 -0.430
H 2.168707 5.349147 4.184985 -0.192 -0.583 0.386
H 3.632744 3.387804 5.099522 -1.640 0.100 -0.929
H 3.339927 1.160751 4.140931 -1.203 0.983 0.184
H -0.253412 -1.853676 3.724327 -0.464 0.497 -0.362
H 0.201696 -3.556643 5.407582 0.334 0.634 -0.338
H 2.382379 -3.775846 6.430559 0.306 0.949 -0.534
H 4.307549 -2.265305 5.545983 0.342 0.105 0.265
H 3.871171 -0.805061 3.557135 0.579 0.020 0.218
H 4.780230 -0.596006 -1.052485 -0.497 -0.767 -0.184
H 5.969637 -2.695363 -0.983545 0.348 -0.367 -0.142
H 4.993653 -4.773013 -2.101785 -0.368 0.174 0.073
H 2.709105 -4.521059 -3.203799 -0.087 -0.489 0.286
H 1.375308 -2.470248 -2.818571 -0.520 -0.334 -0.259
H 2.373487 2.914409 -1.999448 0.470 -0.105 0.244
H 4.232252 4.298824 -3.062532 -0.452 0.185 -0.142
H 5.223064 3.432819 -5.144876 0.233 -0.604 1.016
H 5.268353 0.954605 -5.481253 0.236 -0.214 -0.650
H 3.698819 -0.526745 -4.326009 0.376 1.896 0.962
O 0.164671 3.225068 -0.895809 -3.245 -1.255 -1.007
C -0.967426 2.865302 -1.320586 3.717 -0.684 0.348
C -2.063236 3.845745 -1.672583 -0.512 -0.965 0.572
C -3.048295 2.988337 -2.504067 -0.460 0.596 1.181
C -2.536823 1.609015 -2.148102 -0.052 -2.128 -0.273
O -3.432096 0.632572 -2.414356 1.649 2.035 0.865
N -1.292824 1.453725 -1.629892 -3.068 2.972 -0.306
H -1.614327 4.699433 -2.141365 0.042 0.461 -0.255
H -2.545829 4.124445 -0.711259 0.273 -0.007 -0.533
H -3.004206 3.162972 -3.592843 -0.058 -0.084 0.479
H -4.104044 3.143631 -2.101843 1.277 -0.467 -0.834
C -2.061480 -3.520770 -1.727385 -0.254 0.302 -1.230
Ge -2.418679 -1.920150 -2.900107 -0.749 -0.363 0.593
C -3.787829 -2.555550 -4.239177 -0.344 0.564 -0.596
C -0.924814 -1.245953 -4.037391 -0.293 0.311 0.381
C -3.296572 -0.644126 -1.683864 1.830 0.118 0.174
H -3.024668 -4.040466 -1.569814 0.450 0.209 -0.103
H -1.704115 -3.190105 -0.759772 0.291 -0.176 0.114
H -1.365323 -4.182765 -2.274853 -0.202 0.108 0.597
H -3.557759 -2.155817 -5.268037 -0.029 -0.723 0.850
H -4.837602 -2.200756 -4.049740 1.004 -0.319 0.218
H -3.783582 -3.660012 -4.198428 -0.051 0.453 -0.394
H -1.308667 -0.357830 -4.588770 0.369 -0.546 0.354
H -0.780470 -2.060510 -4.735567 0.140 -0.121 -0.438
H 0.046635 -1.019558 -3.562914 -0.713 0.102 -0.043
H -4.317597 -0.973316 -1.568787 -0.395 -0.095 0.209
```
Positions in Å, forces in eV/Å.

The calculation puts the highest occupied orbital energy at -4.5 eV. As for the net charge: -1. The calculation puts the gap between HOMO and LUMO at 6.838 eV. The energy above the lowest of the compared OMol25 structures with the same formula, charge and spin is 73.9 kJ/mol.

---

(2)
Computed, not measured: a 6-piece molecular cluster, C26H40N6 overall in a non-equilibrium geometry, with the ωB97M-V functional and the def2-TZVPD basis.

Geometry as XYZ:
```
72
Properties=species:S:1:pos:R:3:forces:R:3
C 0.029802 0.879108 -6.291083 -1.100 1.314 1.032
C 1.138592 0.083838 -6.549293 -0.225 -0.358 -1.204
C 1.378492 -0.571882 -5.411303 2.414 -2.006 1.436
N 0.584842 -0.145532 -4.414983 -0.620 -0.009 0.551
C -0.292258 0.751328 -4.921673 -0.231 0.753 -1.695
H -0.399728 1.512128 -7.053433 -0.362 0.130 0.396
H 1.630732 -0.089572 -7.494873 -0.062 0.093 0.101
H 2.099362 -1.348332 -5.201813 0.100 0.102 -0.047
H 0.611482 -0.447642 -3.451593 0.006 -0.034 -0.321
H -1.039708 1.215878 -4.295643 0.060 0.003 -0.208
C -3.980118 -8.115522 0.391557 -0.308 -0.002 -0.476
C -4.741608 -7.467122 -0.628973 -0.393 1.275 1.579
C -5.505538 -6.514492 0.073387 -0.766 0.016 -1.996
N -5.345168 -6.648762 1.398947 1.205 -0.185 -0.102
C -4.358188 -7.572572 1.586877 0.299 -0.272 1.565
H -3.269448 -8.906332 0.201917 0.022 0.102 0.299
H -4.655168 -7.641722 -1.691253 -0.222 0.194 0.133
H -6.164448 -5.707382 -0.210873 -0.080 -0.291 -0.640
H -5.689738 -6.001732 2.093737 0.100 -0.238 -0.161
H -4.003288 -7.669772 2.602257 0.153 -0.534 -0.161
C -1.382928 -0.561492 0.330937 0.367 2.057 0.114
C -0.176658 -1.275632 0.539647 -1.583 -1.707 -0.055
C -0.593878 -2.608922 0.450457 -0.003 0.122 -0.142
N -1.951848 -2.659482 0.148297 0.765 0.292 0.138
C -2.426038 -1.375462 0.052567 -0.143 -0.628 0.661
H -1.507278 0.499968 0.486627 0.120 0.092 -0.304
H 0.792442 -0.868872 0.788227 -0.106 -0.240 -0.066
H -0.051758 -3.534632 0.575197 0.028 0.106 -0.068
H -2.543208 -3.477982 0.127017 0.423 0.051 -0.095
H -3.476608 -1.133942 -0.013453 0.125 -0.161 -0.219
C -6.981338 2.880408 0.212297 -0.479 -0.548 1.777
C -7.354368 2.825608 -1.141593 0.680 0.618 0.178
C -8.586698 2.241968 -1.207563 0.114 -0.143 -0.615
N -8.975928 1.926738 0.056857 0.378 -0.396 0.901
C -7.972348 2.264598 0.970717 -0.541 0.504 -1.551
H -6.119418 3.348718 0.664167 0.106 -0.092 -0.271
H -6.701048 3.256368 -1.885933 -0.481 -0.236 -0.417
H -9.156488 1.980068 -2.086863 -0.159 0.043 0.240
H -9.794888 1.382568 0.287687 0.204 0.208 -0.096
H -8.138218 2.126548 2.028947 0.185 0.032 -0.141
C -6.364978 -2.613112 4.523007 -0.330 0.033 -0.050
C -7.031798 -3.445312 5.460397 1.219 0.670 1.242
C -6.115518 -3.630802 6.499847 0.492 -1.136 -0.876
N -4.871188 -3.095022 6.127017 -2.099 0.556 -0.092
C -5.101248 -2.371192 4.980857 0.729 -0.182 -0.675
H -6.798678 -2.232632 3.610017 0.133 0.142 0.084
H -8.077058 -3.715932 5.436487 0.195 -0.209 0.113
H -6.164298 -4.307492 7.340157 -0.095 0.214 0.081
H -4.010118 -3.122362 6.654167 -0.401 0.089 -0.058
H -4.359048 -1.742662 4.511307 0.168 -0.200 0.182
C 9.303942 6.833328 -1.023303 0.816 -0.632 -0.092
C 9.439152 5.290668 -1.277143 -0.587 1.325 0.489
N 8.411752 4.495188 -0.579663 0.713 0.731 -0.603
C 8.310392 3.211568 -1.255413 -1.329 -1.072 0.967
C 7.057812 2.329548 -0.805093 1.910 0.460 0.177
C 8.709172 4.417548 0.870757 -0.104 -0.430 0.459
C 9.879682 3.510558 1.360467 -0.897 0.081 -0.476
H 8.306482 7.255638 -1.145083 -0.124 -0.497 -0.196
H 9.958712 7.295838 -1.761863 -0.014 0.269 -0.014
H 9.659422 7.181638 -0.053553 0.053 -0.283 0.140
H 9.424792 5.188968 -2.362293 -0.732 -0.366 -0.016
H 10.434912 4.912978 -1.044953 0.426 0.246 0.405
H 8.319122 3.302088 -2.341603 -0.264 0.535 0.091
H 9.210202 2.640138 -1.027573 0.162 -0.519 -0.090
H 7.306372 1.927558 0.177117 -0.107 -0.092 0.158
H 6.103342 2.842348 -0.686213 0.165 0.165 -0.515
H 7.028882 1.470028 -1.474783 -0.414 0.096 -0.062
H 7.785742 4.118688 1.366797 -0.047 -0.341 -0.023
H 8.893082 5.398808 1.308247 -0.044 0.328 -0.597
H 9.862262 3.393708 2.444047 -0.074 0.344 0.053
H 10.845132 3.925918 1.071547 0.030 -0.298 -0.098
H 9.713192 2.502698 0.980187 0.462 -0.049 -0.156
```
Positions in Å, forces in eV/Å.

The calculation puts the highest occupied orbital energy at -7.9 eV. The calculation puts the gap between HOMO and LUMO at 8.297 eV. The energy above the lowest of the compared OMol25 structures with the same formula, charge and spin is 220.4 kJ/mol.